(1)
# C16H22N7O3S5Se2Ti

A structure of composition C16H22N7O3S5Se2Ti at a distorted geometry (ωB97M-V/def2-TZVPD, OMol25).

XYZ file:
```
56
Properties=species:S:1:pos:R:3:nbo_charge:R:1
Ti -16.240 -1.661 -1.238 0.90
N -16.469 -5.412 -3.135 -0.34
C -16.011 -4.707 -2.106 0.29
N -16.136 -3.408 -2.326 -0.56
C -16.688 -3.359 -3.621 0.31
N -16.942 -4.561 -4.113 -0.24
C -17.053 -2.049 -4.176 0.12
C -17.580 -1.864 -5.410 0.03
N -18.027 -0.663 -5.757 -0.34
C -17.905 0.355 -4.910 0.01
C -17.217 0.233 -3.760 0.03
N -16.868 -0.987 -3.335 -0.42
H -16.650 -6.433 -3.197 0.44
H -15.695 -5.259 -1.206 0.26
H -17.959 -2.701 -5.982 0.23
H -18.347 1.276 -5.211 0.21
H -16.810 1.108 -3.222 0.24
O -17.560 -1.773 4.394 -0.75
C -18.133 -1.539 3.067 -0.07
C -18.290 -2.919 2.437 -0.16
C -19.254 -3.821 3.376 -0.05
O -19.579 -5.050 2.764 -0.73
C -19.097 -2.895 1.163 -0.44
Se -18.508 -1.468 -0.277 -0.34
C -16.937 -3.648 2.199 -0.52
Se -15.755 -2.627 0.910 -0.18
H -17.465 -0.963 4.910 0.47
H -17.510 -0.836 2.479 0.20
H -19.188 -1.182 3.225 0.16
H -20.149 -3.176 3.541 0.16
H -18.768 -3.950 4.363 0.20
H -20.559 -5.100 2.567 0.48
H -20.150 -2.793 1.391 0.21
H -18.902 -3.823 0.578 0.22
H -17.241 -4.649 1.813 0.22
H -16.293 -3.815 3.138 0.25
N -17.071 1.645 -0.384 -0.82
C -15.804 1.136 -0.202 0.84
N -14.982 1.754 0.687 -0.80
O -15.413 0.143 -0.968 -0.74
H -17.585 1.975 0.492 0.41
H -17.650 0.845 -0.797 0.42
H -15.264 2.491 1.352 0.42
H -13.958 1.675 0.524 0.45
C -10.922 -3.700 1.614 -0.77
S -12.327 -3.460 0.499 0.33
C -12.285 -1.763 0.235 -0.49
C -12.624 -1.215 -1.084 -0.37
S -13.629 -2.008 -2.198 -0.25
S -11.928 0.339 -1.404 0.46
C -11.728 0.856 0.318 -0.57
S -11.674 2.516 0.581 -0.17
S -11.793 -0.497 1.379 0.48
H -10.134 -3.830 0.803 0.22
H -11.108 -4.662 2.134 0.24
H -10.608 -2.814 2.237 0.23
```

Results
- energy relative to the best compared isomer or geometry (same formula, charge and spin) (kcal/mol) = 5.5
- molar mass (g/mol) = 726.520
- 2S+1 = 2
- LUMO (spin up / spin down) (eV) = -1.0 / -1.1


(2)
# C16H23B2Cl2N9O2SV

A structure of composition C16H23B2Cl2N9O2SV (ωB97M-V/def2-TZVPD, OMol25).

XYZ file:
```
56
Properties=species:S:1:pos:R:3:nbo_charge:R:1
V -0.320 0.918 0.169 0.78
Cl 1.746 1.093 -1.316 0.08
C 1.434 2.852 -1.585 -0.38
Cl 0.164 3.345 -0.443 0.14
H 1.075 2.991 -2.599 0.23
H 2.349 3.393 -1.372 0.24
C 0.750 -3.627 -5.346 -0.66
C 1.572 -3.756 -4.123 0.36
N 2.610 -4.522 -3.986 -0.26
N 3.035 -4.287 -2.710 -0.38
C 2.280 -3.402 -2.037 0.21
S 2.463 -2.793 -0.496 -0.30
N 1.321 -3.080 -2.958 -0.23
N 0.343 -2.099 -2.814 -0.63
H 1.206 -4.223 -6.131 0.25
H 0.692 -2.585 -5.658 0.24
H -0.269 -3.977 -5.176 0.23
H 3.847 -4.750 -2.342 0.43
H -0.535 -2.543 -2.556 0.37
H 0.622 -1.503 -2.031 0.39
B -3.379 2.346 -0.571 0.18
N -2.761 1.458 -1.701 -0.28
C -3.300 1.310 -2.914 0.01
C -2.354 0.779 -3.774 -0.36
C -1.226 0.639 -2.973 -0.06
N -1.466 1.056 -1.728 -0.39
N -3.303 1.623 0.800 -0.27
C -4.251 1.545 1.734 0.00
C -3.712 0.965 2.874 -0.35
C -2.394 0.705 2.522 -0.05
N -2.153 1.108 1.270 -0.37
H -4.546 2.496 -0.828 -0.05
H -2.779 3.390 -0.516 -0.05
H -4.324 1.600 -3.076 0.23
H -2.465 0.537 -4.815 0.23
H -0.257 0.247 -3.234 0.22
H -5.242 1.907 1.519 0.22
H -4.202 0.763 3.809 0.23
H -1.598 0.251 3.092 0.22
O 1.521 2.161 2.682 -0.67
B 0.919 1.036 2.057 0.48
O 1.168 -0.085 2.913 -0.72
C 1.867 0.371 3.992 0.29
C 2.315 -0.327 5.092 -0.26
C 3.000 0.405 6.062 -0.23
C 3.214 1.771 5.919 -0.22
C 2.755 2.467 4.801 -0.25
C 2.080 1.735 3.848 0.22
H 2.142 -1.390 5.192 0.22
H 3.369 -0.099 6.945 0.21
H 3.749 2.307 6.692 0.21
H 2.912 3.530 4.684 0.22
N -0.427 -1.258 0.649 -1.06
H -0.385 -2.037 0.001 0.38
H -1.250 -1.382 1.232 0.36
H 0.379 -1.382 1.259 0.42
```

Results
- energy relative to the best compared isomer or geometry (same formula, charge and spin) (kcal/mol) = 23.8
- molar mass (g/mol) = 548.962
- 2S+1 = 2
- LUMO (spin up / spin down) (eV) = 0.2 / 0.2


(3)
# C16H23BCl3F3N2O6P

A cluster of 2 separate species, C16H23BCl3F3N2O6P in total at a distorted geometry (ωB97M-V/def2-TZVPD, OMol25).

XYZ file:
```
55
Properties=species:S:1:pos:R:3:nbo_charge:R:1
C -4.175 1.307 -0.032 -0.64
C -2.856 0.319 0.053 -0.20
Cl -2.409 -0.229 1.765 -0.07
C -1.655 1.059 -0.780 -0.28
N -0.287 0.994 -0.138 -0.49
C 0.274 1.772 0.883 0.64
C -0.553 2.985 1.608 -0.52
C -1.071 2.668 3.130 -0.51
C -2.583 3.273 3.459 0.75
O -2.705 4.170 4.476 -0.49
O -3.817 2.885 2.757 -0.73
C 1.822 1.224 1.073 -0.57
B 2.629 2.245 0.014 1.27
O 1.867 3.361 -0.639 -0.94
O 4.061 2.123 -0.329 -0.91
C 2.628 1.531 2.467 1.03
F 1.809 1.478 3.698 -0.32
F 3.217 2.922 2.425 -0.33
F 3.824 0.624 2.622 -0.32
C 1.731 -0.311 0.492 -0.40
C 3.108 -1.063 -0.031 -0.66
P 0.905 -1.686 1.528 1.37
O 0.708 -1.255 3.202 -1.00
O 1.804 -3.177 1.523 -0.95
C 0.591 -0.094 -0.714 0.19
Cl 1.160 -0.015 -2.474 0.06
Cl -0.231 -1.797 -0.675 0.02
H -4.521 1.312 -1.156 0.24
H -5.056 0.980 0.667 0.26
H -3.783 2.411 0.190 0.22
H -3.156 -0.665 -0.550 0.26
H -1.933 2.182 -0.976 0.25
H -1.599 0.530 -1.846 0.28
H 0.086 3.993 1.584 0.31
H -1.527 3.241 0.966 0.26
H -0.961 1.533 3.458 0.26
H -0.339 3.265 3.860 0.29
H -4.174 2.071 3.248 0.51
H 1.373 3.018 -1.451 0.51
H 4.119 1.879 -1.318 0.52
H 3.748 -0.431 -0.779 0.25
H 2.872 -2.089 -0.595 0.27
H 3.717 -1.337 0.958 0.26
H -0.226 -0.969 3.425 0.52
H 2.255 -3.273 2.412 0.51
N 0.176 -3.909 -3.395 -0.52
C 1.001 -4.038 -4.482 -0.09
C 0.356 -4.819 -5.415 -0.30
C -0.905 -5.167 -4.875 -0.29
C -0.991 -4.589 -3.628 -0.09
H 0.393 -3.391 -2.554 0.40
H 1.975 -3.567 -4.497 0.21
H 0.751 -5.105 -6.382 0.23
H -1.668 -5.774 -5.345 0.23
H -1.780 -4.606 -2.888 0.21
```

Results
- net charge = +1
- molar mass (g/mol) = 544.507
- LUMO (eV) = -5.4


(4)
# C16H23BClMgN5O4S

A structure of composition C16H23BClMgN5O4S at a distorted geometry (ωB97M-V/def2-TZVPD, OMol25).

XYZ file:
```
52
Properties=species:S:1:pos:R:3:nbo_charge:R:1
C 3.137 -1.049 2.803 -0.60
C 4.050 0.130 2.263 -0.78
B 3.716 0.389 0.708 1.02
O 4.649 -0.144 -0.201 -0.84
C 2.413 1.240 0.217 -0.25
C 1.763 0.956 -0.956 -0.11
C 2.089 -0.184 -1.956 -0.43
C 1.653 -1.634 -1.427 0.40
N 0.528 -2.233 -2.270 -0.84
N 1.188 -1.625 -0.050 -0.83
N 2.826 -2.513 -1.623 -0.79
C 0.564 1.830 -1.372 0.55
O 0.325 1.978 -2.609 -0.77
C -0.268 2.499 -0.290 -0.17
C -1.786 2.783 -0.594 -0.45
C -2.595 1.552 0.071 -0.42
C -3.715 0.932 -0.859 -0.44
C -3.295 -0.454 -1.504 -0.42
S -2.938 -1.790 -0.283 0.24
C -3.993 -1.557 1.158 0.28
N -5.300 -1.332 1.001 -0.26
N -5.763 -1.242 2.275 -0.25
C -4.755 -1.411 3.132 0.29
O -3.563 -1.627 2.445 -0.40
C 0.326 2.793 0.905 0.03
Cl -0.617 3.525 2.206 0.14
C 1.843 2.426 1.067 0.50
O 2.499 3.038 1.851 -0.38
H 2.055 -0.840 2.629 0.19
H 3.405 -1.985 2.250 0.21
H 3.398 -1.219 3.875 0.24
H 3.980 1.073 2.858 0.25
H 5.118 -0.216 2.333 0.26
H 4.690 0.478 -0.953 0.48
H 1.492 -0.037 -2.911 0.11
H 3.157 -0.180 -2.293 0.30
H -0.358 -1.908 -1.840 0.33
H 0.592 -1.955 -3.259 0.34
H 1.060 -2.579 0.292 0.41
H 0.356 -1.054 0.090 0.37
H 2.625 -3.438 -1.222 0.39
H 2.891 -2.633 -2.637 0.37
H -2.147 3.705 -0.075 0.28
H -1.988 2.903 -1.685 0.22
H -1.857 0.722 0.275 0.19
H -2.999 1.877 1.055 0.26
H -3.922 1.643 -1.699 0.23
H -4.617 0.754 -0.219 0.29
H -2.333 -0.333 -2.116 -0.05
H -4.133 -0.792 -2.158 0.28
H -4.859 -1.403 4.232 0.25
Mg -0.739 0.209 -3.079 1.79
```

Results
- net charge = +2
- molar mass (g/mol) = 452.028
- LUMO (eV) = -10.0


What is the molar mass in the fourth record? 452.028 g/mol